[1]
Entry from OMol25: a cluster of 4 separate species, C29H59BFN4O16P5S2 in total (ωB97M-V/def2-TZVPD).

```
117
Properties=species:S:1:pos:R:3
C 4.13425 -0.53062 2.42229
C 2.61913 -0.29681 2.19345
O 2.34701 0.31226 0.92144
B 1.04873 0.04977 0.46563
O 0.84446 -0.62868 -0.70321
C -0.14437 0.63115 1.36701
C -0.90638 -0.20876 2.15435
C -0.69692 -1.71960 2.20832
C -1.99999 -2.55602 2.34111
C -3.09210 -2.16608 1.30609
S -4.64493 -3.05692 1.76710
C -5.53296 -1.90599 2.85685
S -5.25614 -2.00827 4.46169
N -6.48605 -0.95076 2.40394
C -7.82043 -1.62051 2.51290
C -8.94767 -0.97871 1.67751
C -6.18873 -0.44942 1.04251
C -6.49287 1.06818 0.87297
C -1.91705 0.43940 2.95602
F -2.69982 -0.27440 3.80541
C -2.15083 1.79685 2.94858
P -3.48251 2.54925 4.05986
N -2.81615 2.51967 5.67343
O -4.77377 1.51582 4.19520
C -1.35933 2.66167 2.10613
N -1.64328 4.00692 2.12227
C -0.81584 4.64512 1.34397
O -0.97528 6.02306 1.25307
C 0.25815 4.07684 0.55855
P 1.37903 5.13852 -0.46777
C 2.93570 4.10710 -0.56001
C 1.83954 6.67484 0.48276
N 0.47945 2.78190 0.53365
C -0.35503 2.04796 1.33578
H 4.74223 -0.30201 1.53119
H 4.52372 0.09572 3.24074
H 4.34434 -1.57786 2.69983
H 2.08015 -1.24803 2.33895
H 2.28325 0.41102 2.97820
H 1.63310 -1.17319 -0.86979
H -0.13015 -2.12646 1.35430
H -0.08418 -1.93092 3.10974
H -1.74035 -3.61140 2.13459
H -2.46358 -2.51141 3.33754
H -3.23714 -1.07611 1.27934
H -2.82897 -2.46713 0.27669
H -7.74742 -2.71479 2.34266
H -8.12372 -1.52478 3.57390
H -9.88298 -1.51001 1.93436
H -9.08462 0.09223 1.86441
H -8.76798 -1.21636 0.61541
H -5.09714 -0.52881 0.89741
H -6.63026 -1.05360 0.22928
H -7.56390 1.29711 0.89604
H -5.93418 1.63575 1.63938
H -6.02220 1.35720 -0.08645
H -2.71804 1.54813 5.98655
H -1.87236 2.90370 5.66043
H -4.77943 0.81221 3.53032
H -1.77035 6.14254 0.71287
H 2.85192 3.31252 -1.31383
H 3.04585 3.59317 0.41705
H 3.83397 4.72978 -0.67841
H 1.26233 7.51197 0.06233
H 2.91011 6.92305 0.39258
H 1.63764 6.58565 1.56474
C -3.38239 0.88955 -4.62950
O -3.66938 2.24725 -4.30112
P -5.23643 2.60614 -3.83235
O -5.40458 1.58227 -2.76435
O -5.82030 2.10339 -5.29371
C -5.35214 2.74887 -6.48315
O -6.66429 3.42848 -3.51912
C -7.13307 4.42119 -4.44380
H -2.67765 0.49932 -3.89609
H -4.27014 0.26234 -4.64687
H -2.91810 0.87026 -5.61747
H -4.97170 1.99031 -7.16703
H -4.55635 3.46596 -6.27619
H -6.18329 3.26970 -6.96044
H -7.71094 3.94113 -5.23453
H -6.30802 4.98677 -4.87595
H -7.78545 5.10740 -3.90726
C 6.49913 -3.80935 -4.13988
O 6.18826 -2.45474 -3.82127
P 4.60186 -2.11250 -3.35983
O 4.56864 -3.17133 -2.29472
O 4.02878 -2.65221 -4.80831
C 4.39657 -1.94673 -6.00095
O 3.06561 -1.56898 -2.93134
C 2.35533 -0.64101 -3.76708
H 7.20568 -4.18360 -3.39964
H 5.62240 -4.45121 -4.15897
H 6.97022 -3.82744 -5.12454
H 4.83004 -2.65461 -6.70674
H 5.12319 -1.15694 -5.80416
H 3.50439 -1.50473 -6.44607
H 1.81301 -1.18062 -4.54475
H 3.02735 0.08860 -4.21842
H 1.63341 -0.11526 -3.14474
C 9.67243 -4.42497 4.38244
O 9.81409 -3.86669 3.07827
P 8.65901 -2.75725 2.59316
O 8.71668 -1.82535 3.75282
O 7.44555 -3.86699 2.73115
C 7.52262 -5.07358 1.96300
O 7.71668 -1.77907 1.61427
C 7.15353 -2.31589 0.40503
H 10.51254 -4.09461 4.99186
H 8.74143 -4.13884 4.86534
H 9.70236 -5.51252 4.29137
H 7.42403 -5.92478 2.63664
H 8.46810 -5.15894 1.42519
H 6.70259 -5.09477 1.24396
H 6.21025 -2.81488 0.62812
H 7.83952 -3.01106 -0.07782
H 6.95226 -1.49116 -0.27574
```

## Properties
HOMO energy: -7.63 eV
spin multiplicity: 1
structure (SMILES): CCOB(O)c1c(CCCSC(=S)N(CC)CC)c(F)c(P(N)O)c2nc(O)c(P(C)C)nc12.COP(=O)(OC)OC.COP(=O)(OC)OC.COP(=O)(OC)OC

Results of the Löwdin charge analysis, in e, for atoms 1 through 99:
1. C -0.05
2. C -0.22
3. O 0.04
4. B -0.59
5. O 0.19
6. C 0.03
7. C -0.10
8. C -0.12
9. C -0.25
10. C -0.44
11. S 0.85
12. C -1.08
13. S 0.73
14. N -0.21
15. C -0.24
16. C -0.09
17. C -0.26
18. C -0.05
19. C -0.21
20. F 0.01
21. C -0.20
22. P 0.86
23. N -0.19
24. O -0.33
25. C -0.21
26. N 0.20
27. C -0.35
28. O 0.01
29. C -0.35
30. P 0.92
31. C -0.30
32. C -0.31
33. N 0.14
34. C -0.16
35. H 0.08
36. H 0.08
37. H 0.08
38. H 0.11
39. H 0.13
40. H 0.11
41. H 0.12
42. H 0.13
43. H 0.11
44. H 0.07
45. H 0.06
46. H 0.09
47. H 0.12
48. H 0.11
49. H 0.08
50. H 0.07
51. H 0.07
52. H 0.08
53. H 0.12
54. H 0.06
55. H 0.06
56. H 0.06
57. H 0.03
58. H 0.03
59. H 0.00
60. H 0.12
61. H 0.03
62. H 0.03
63. H 0.03
64. H 0.02
65. H 0.03
66. H 0.04
67. C -0.12
68. O -0.30
69. P 0.64
70. O -0.25
71. O -0.27
72. C -0.13
73. O -0.22
74. C -0.11
75. H 0.09
76. H 0.09
77. H 0.09
78. H 0.09
79. H 0.08
80. H 0.08
81. H 0.09
82. H 0.08
83. H 0.09
84. C -0.12
85. O -0.32
86. P 0.68
87. O -0.26
88. O -0.27
89. C -0.12
90. O -0.24
91. C -0.10
92. H 0.09
93. H 0.09
94. H 0.09
95. H 0.09
96. H 0.08
97. H 0.08
98. H 0.09
99. H 0.09

[2]
Entry from OMol25: a cluster of 11 separate species, C29H59Cl4NO26 in total (ωB97M-V/def2-TZVPD).

```
119
Properties=species:S:1:pos:R:3
C -3.32979 -2.35776 -1.60397
N -3.79794 -3.77655 -1.84284
O -3.11798 -4.42409 -2.63113
O -4.83275 -4.15826 -1.34703
H -3.96851 -1.97386 -0.81691
H -3.49541 -1.91084 -2.58229
H -2.26813 -2.33986 -1.38336
C 0.50216 -2.28301 -0.22627
O 0.50946 -1.07896 0.57162
C -0.09754 -0.01805 0.03666
O -0.73456 0.00333 -0.97985
O 0.07878 0.96593 0.89408
C -0.50514 2.23867 0.67993
H 1.43466 -2.82824 -0.12973
H 0.36148 -2.02039 -1.27352
H -0.33188 -2.85520 0.18503
H -1.27180 2.22288 -0.09158
H 0.27526 2.93445 0.36624
H -0.87856 2.62554 1.62627
C -3.00211 0.29746 2.77043
O -1.81461 0.93351 3.19785
C -1.34400 0.83062 4.44382
O -1.79535 0.11392 5.30295
O -0.31821 1.64151 4.53839
C 0.28185 1.92246 5.79478
H -2.76027 -0.75703 2.58517
H -3.35132 0.79752 1.87479
H -3.71065 0.25940 3.60229
H 1.16079 2.50954 5.53294
H 0.72907 1.09772 6.35281
H -0.38135 2.47897 6.45164
C 4.27118 3.38491 -0.97813
O 2.95662 3.76965 -0.57493
C 2.68844 4.00217 0.70848
O 1.92231 4.86760 1.01707
O 3.37752 3.18881 1.49222
C 3.13940 3.25446 2.88711
H 5.13561 3.97709 -0.65354
H 4.42885 3.57736 -2.04113
H 4.38390 2.34242 -0.71300
H 2.13079 3.42815 3.26050
H 3.74173 4.06575 3.30426
H 3.47439 2.32341 3.33946
C -1.36101 5.16795 -0.84397
O -2.70738 5.66220 -0.96686
C -3.39462 5.96275 0.10740
O -3.17850 5.60569 1.23824
O -4.38286 6.79995 -0.24122
C -5.34710 7.05148 0.78658
H -0.89834 5.32837 0.12491
H -0.84986 5.64132 -1.67638
H -1.39723 4.10219 -1.05473
H -4.89524 7.30449 1.74207
H -6.05295 6.22912 0.87900
H -5.87663 7.92917 0.42117
C 1.11624 -4.81320 2.11747
O -0.28610 -4.94139 1.89721
C -0.70511 -5.34448 0.71994
O -0.00590 -5.54717 -0.23768
O -2.02545 -5.47417 0.75419
C -2.67380 -5.66155 -0.51529
H 1.42337 -3.94004 1.53743
H 1.63099 -5.69302 1.72970
H 1.31120 -4.66587 3.17207
H -2.23396 -4.97127 -1.23328
H -3.72608 -5.49330 -0.31315
H -2.52026 -6.68403 -0.85981
C 2.07972 1.33312 -2.75168
O 2.27181 -0.00950 -2.37212
C 3.40842 -0.38225 -1.81365
O 4.36699 0.35055 -1.65100
O 3.30017 -1.61707 -1.38435
C 4.44470 -2.29765 -0.89967
H 1.46512 1.97340 -2.11453
H 1.50482 1.29841 -3.67881
H 3.00812 1.86638 -2.93584
H 5.13530 -1.70470 -0.29482
H 5.10421 -2.58655 -1.72027
H 4.05806 -3.13005 -0.32250
C -2.27689 -3.82015 -6.12834
O -1.52526 -2.85935 -5.40718
C -1.99297 -1.61547 -5.26315
O -3.07782 -1.21695 -5.61795
O -1.08100 -0.91957 -4.64477
C -1.40573 0.39494 -4.17880
H -2.32413 -3.65887 -7.20381
H -3.28433 -3.87920 -5.71807
H -1.81649 -4.79171 -5.96791
H -0.76313 0.79876 -3.40468
H -2.41113 0.35478 -3.76413
H -1.38794 1.05532 -5.04306
C 5.66984 -4.83633 -3.56151
O 4.28480 -5.03680 -3.71981
C 3.42521 -4.11846 -3.29063
O 3.68460 -3.02520 -2.89156
O 2.21826 -4.65995 -3.36178
C 1.19518 -3.94478 -2.65880
H 6.12001 -5.42188 -4.36429
H 6.01517 -5.24610 -2.61027
H 6.00106 -3.80348 -3.67184
H 1.42759 -3.99790 -1.59081
H 0.30969 -4.55304 -2.80071
H 1.14339 -2.87768 -2.86660
Cl 1.44010 -1.59506 3.54982
C -0.31653 -1.95966 3.60258
C -0.82889 -2.39078 4.95397
Cl 0.01370 -3.89951 5.45074
H -0.50599 -2.63666 2.77199
H -0.80294 -1.03229 3.29092
H -1.90799 -2.52425 4.92195
H -0.63299 -1.62450 5.70020
Cl -0.57971 8.33047 4.05072
C -1.22603 6.94693 3.08121
C -0.23857 5.84085 2.96523
Cl 0.07302 4.93745 4.46026
H -1.55166 7.41204 2.15901
H -2.09466 6.58727 3.63421
H 0.64625 6.30530 2.53075
H -0.62237 5.05901 2.31355
```

## Properties
HOMO energy: -10.12 eV
energy above the lowest of the compared OMol25 structures with the same formula, charge and spin: 0.000 eV
spin multiplicity: 1
structure (SMILES): C[N+](=O)[O-].COC(=O)OC.COC(=O)OC.COC(=O)OC.COC(=O)OC.COC(=O)OC.COC(=O)OC.COC(=O)OC.COC(=O)OC.ClCCCl.ClCCCl

Results of the Löwdin charge analysis, in e, for atoms 1 through 99:
1. C 0.10
2. N -0.45
3. O 0.02
4. O 0.08
5. H 0.10
6. H 0.10
7. H 0.08
8. C -0.03
9. O -0.02
10. C -0.61
11. O 0.11
12. O 0.02
13. C -0.03
14. H 0.07
15. H 0.08
16. H 0.10
17. H 0.09
18. H 0.08
19. H 0.09
20. C -0.02
21. O -0.05
22. C -0.63
23. O 0.11
24. O -0.01
25. C -0.06
26. H 0.09
27. H 0.10
28. H 0.10
29. H 0.06
30. H 0.10
31. H 0.10
32. C -0.05
33. O -0.01
34. C -0.63
35. O 0.13
36. O 0.02
37. C -0.03
38. H 0.10
39. H 0.10
40. H 0.07
41. H 0.05
42. H 0.10
43. H 0.10
44. C 0.01
45. O 0.02
46. C -0.62
47. O 0.11
48. O 0.01
49. C -0.04
50. H 0.08
51. H 0.10
52. H 0.08
53. H 0.09
54. H 0.10
55. H 0.09
56. C -0.04
57. O -0.02
58. C -0.65
59. O 0.12
60. O 0.02
61. C -0.03
62. H 0.06
63. H 0.11
64. H 0.05
65. H 0.06
66. H 0.09
67. H 0.12
68. C -0.04
69. O 0.03
70. C -0.58
71. O 0.10
72. O -0.04
73. C -0.04
74. H 0.09
75. H 0.09
76. H 0.08
77. H 0.10
78. H 0.09
79. H 0.11
80. C -0.05
81. O -0.01
82. C -0.64
83. O 0.12
84. O 0.01
85. C -0.02
86. H 0.10
87. H 0.09
88. H 0.09
89. H 0.06
90. H 0.09
91. H 0.10
92. C -0.05
93. O 0.02
94. C -0.57
95. O 0.08
96. O 0.04
97. C -0.02
98. H 0.10
99. H 0.10

Lowest unoccupied orbital energy per entry: -2.8 -0.2 eV
Energy per entry: -141255.3589 -135839.0437 eV